{"formula": "CH11O4S", "method": "the ωB97M-V functional and the def2-TZVPD basis", "de_lowest_kcal_mol": 20.9, "total_charge": -1, "orbital_gap_ev": 6.872, "species": ["H", "H", "H", "O", "H", "O", "H", "H", "H", "H", "S", "H", "O", "H", "O", "C", "H"], "coordinates": [[-0.41, -1.84, 1.27], [0.35, 2.59, 2.83], [-2.37, 1.57, -0.75], [-2.97, 1.25, -1.42], [-2.29, 0.83, -1.97], [-0.20, 0.23, -3.82], [1.75, 1.37, 0.22], [0.32, 1.01, 2.76], [3.06, 0.22, 0.17], [-0.31, -2.78, 2.44], [0.76, -0.83, -0.18], [0.00, 0.19, -2.87], [0.82, 1.79, 3.03], [0.54, -0.30, -4.12], [-0.96, -2.19, 2.03], [2.02, 0.35, 0.49], [1.96, 0.24, 1.58]]}

{"formula": "CH4BNO3", "method": "the ωB97M-V functional and the def2-TZVPD basis", "smiles": "NC(=O)B(O)O", "de_lowest_kcal_mol": 29.4, "orbital_gap_ev": 9.715, "species": ["O", "H", "H", "O", "B", "H", "C", "H", "N", "O"], "coordinates": [[0.65, -1.78, 0.36], [-2.10, 1.88, 0.39], [-0.58, 2.09, 0.86], [-1.79, -0.57, -0.68], [0.49, -0.58, -0.19], [1.35, -2.39, 0.20], [-0.88, 0.19, -0.08], [2.45, -0.32, -0.71], [-1.17, 1.40, 0.49], [1.59, 0.08, -0.63]]}

{"formula": "C13H14Br18N3O5S", "method": "the ωB97M-V functional and the def2-TZVPD basis", "de_lowest_kcal_mol": 263.5, "total_charge": 1, "orbital_gap_ev": 5.368, "species": ["H", "H", "Br", "H", "C", "O", "C", "H", "Br", "Br", "C", "H", "S", "O", "O", "Br", "H", "H", "H", "Br", "H", "Br", "C", "C", "Br", "Br", "C", "Br", "H", "Br", "H", "N", "O", "Br", "H", "C", "C", "N", "C", "Br", "C", "C", "Br", "Br", "Br", "H", "N", "H", "Br", "O", "C", "Br", "Br", "C"], "coordinates": [[0.31, 1.24, 1.77], [-0.52, -4.15, -1.78], [-5.31, -6.66, -4.95], [-3.77, 9.97, 9.27], [-0.17, -3.33, -2.54], [-2.69, -2.82, -2.85], [6.52, -1.36, -3.97], [-0.90, -8.54, -0.62], [-1.75, -6.29, -1.28], [6.11, -3.25, -3.82], [-1.45, -8.20, -1.50], [-1.43, -1.51, -0.87], [-0.36, 2.58, -0.25], [2.84, -0.07, 2.10], [-0.76, 3.78, 0.69], [-0.94, 3.42, 5.80], [-1.25, 4.98, 3.88], [3.99, -1.22, -1.65], [-1.39, 0.65, 0.99], [8.42, -1.05, -4.25], [0.49, -3.87, -3.37], [-3.47, 7.49, 9.14], [0.53, -0.10, -0.16], [2.79, 3.62, 2.41], [-4.55, -4.56, -7.27], [-5.84, 9.37, 8.01], [-4.10, -5.23, -5.50], [5.84, -0.35, -2.46], [6.00, -0.99, -4.86], [-3.12, -9.20, -1.55], [-1.32, -2.07, -4.40], [1.94, -2.23, -2.10], [0.98, 2.86, -1.00], [-3.48, 3.87, 3.87], [-1.39, 2.49, -1.24], [2.82, -1.23, -1.44], [-1.45, -2.68, -3.40], [3.62, 0.18, 1.20], [-3.95, 9.25, 8.46], [-2.81, 9.78, 6.97], [-1.92, 4.68, 4.70], [-0.25, -1.34, -0.97], [1.49, 3.64, 0.97], [-0.34, -8.57, -3.06], [-2.38, 6.30, 5.68], [-4.24, -4.41, -4.80], [0.62, -2.21, -1.83], [3.35, 2.68, 2.32], [-2.24, -5.78, -5.39], [3.03, 0.87, 0.20], [2.14, -0.14, -0.44], [1.94, 3.61, 4.16], [4.08, 5.07, 2.24], [-0.27, 0.98, 0.78]]}

{"formula": "C2H4NiO8", "method": "the ωB97M-V functional and the def2-TZVPD basis", "spin_multiplicity": 3, "total_charge": -2, "orbital_gap_ev": [5.113, 5.311], "species": ["O", "H", "O", "C", "O", "H", "Ni", "O", "C", "O", "H", "O", "O", "O", "H"], "coordinates": [[2.12, 28.27, -9.58], [1.37, 24.90, -6.71], [1.53, 28.90, -4.62], [1.53, 28.44, -5.81], [2.14, 26.13, -9.56], [-0.99, 28.38, -9.25], [1.20, 27.18, -8.01], [2.05, 27.08, -11.56], [2.17, 27.19, -10.30], [-0.85, 27.44, -9.12], [-1.58, 27.00, -9.58], [0.69, 25.38, -7.20], [2.37, 27.62, -6.34], [0.56, 28.79, -6.62], [-0.07, 24.79, -7.23]]}